{
  "formula": "CH4OS",
  "method": "ωB97M-V/def2-TZVPD",
  "elements": ["S", "H", "H", "O", "C", "H", "H"],
  "xyz": [[0.686, 1.664, -0.355], [0.766, 0.442, -0.903], [-0.327, 2.077, -1.104], [-1.378, -1.626, 0.355], [-0.137, -1.820, 0.630], [0.693, -1.343, 0.055], [0.218, -2.701, 1.181]],
  "lowdin_charge": [0.425, -0.233, -0.249, -0.358, -0.466, -0.075, -0.043],
  "homo_ha": [0.0147, -0.0998],
  "homo_lumo_gap_ev": [3.2525, 6.3395],
  "multiplicity": 2,
  "relative_energy_ev": 0.0187,
  "lumo_ev": [3.653, 3.625],
  "total_charge": -1
}


{
  "formula": "CH3IO2",
  "method": "ωB97M-V/def2-TZVPD",
  "elements": ["O", "C", "O", "H", "H", "I", "H"],
  "xyz": [[-1.005, -1.256, 0.353], [-0.377, -0.383, 0.825], [0.123, 0.723, 0.229], [-0.146, -0.114, 1.868], [0.058, 0.602, -0.792], [3.211, 0.108, -0.171], [2.967, 1.017, 1.082]],
  "lowdin_charge": [0.101, -0.460, -0.084, 0.141, 0.142, 0.507, -0.346],
  "homo_ha": -0.3685,
  "homo_lumo_gap_ev": 10.5439,
  "relative_energy_ev": 0.4211,
  "smiles": "O=CO.I",
  "lumo_ev": 0.515,
  "total_charge": 0
}


{
  "formula": "C2H5IO",
  "method": "ωB97M-V/def2-TZVPD",
  "elements": ["C", "C", "O", "I", "H", "H", "H", "H", "H"],
  "xyz": [[-0.637, -0.713, -0.130], [0.321, 0.328, 0.384], [0.110, 1.595, -0.050], [2.409, -0.337, -0.068], [-0.460, -0.887, -1.193], [-0.513, -1.657, 0.392], [-1.662, -0.365, -0.004], [0.404, 0.421, 1.685], [0.027, 1.615, -1.016]],
  "lowdin_charge": [-0.174, -0.857, -0.114, 0.651, 0.069, 0.071, 0.082, 0.165, 0.106],
  "homo_ha": -0.3427,
  "homo_lumo_gap_ev": 9.8716,
  "relative_energy_ev": 0.4029,
  "smiles": "C[C@H](O)I",
  "lumo_ev": 0.547,
  "total_charge": 0
}